DFT (ωB97M-V with the def2-TZVPD basis set) results for a 3-piece molecular cluster, C4H12OSi overall at a distorted geometry.

**ΔE to the lowest compared entry with this formula, charge and spin**: 85.0 kcal/mol
**Kohn-Sham gap**: 9.585 eV
**E_LUMO**: 0.0305 hartree
**DFT total energy**: -14266.0536 eV
**Charge**: 0

XYZ file:
```
18
Properties=species:S:1:pos:R:3:mulliken_charge:R:1
C 0.631 2.440 -0.811 -1.097
C 0.128 -1.081 1.990 -1.017
C -1.802 -0.428 -0.677 -0.844
C 0.973 1.257 0.076 0.160
O 1.085 0.024 -0.677 -0.401
Si -0.192 -0.149 0.403 0.382
H 0.827 3.344 -0.306 0.350
H 1.360 2.412 -1.615 0.282
H -0.450 2.376 -1.254 0.161
H -0.285 -2.111 2.026 0.316
H 1.208 -1.129 2.257 0.321
H -0.360 -0.690 2.965 0.325
H -1.887 0.536 -1.257 0.220
H -1.502 -1.310 -1.257 0.213
H -2.636 -0.673 -0.124 0.345
H 1.896 1.486 0.755 0.263
H 0.875 -3.206 -1.023 0.064
H 0.130 -3.098 -1.473 -0.043
```

=====

DFT (ωB97M-V with the def2-TZVPD basis set) results for an isolated molecule of C10H6BrNO3 at a distorted geometry.

**ΔE to the lowest compared entry with this formula, charge and spin**: 149.2 kcal/mol
**Kohn-Sham gap (spin up / spin down)**: 8.398 / 8.398 eV
**E_LUMO (spin up / spin down)**: -0.0030 / -0.0030 hartree
**DFT total energy**: -88136.9822 eV
**Charge**: 0
**Structure (SMILES)**: O=C=C[C@H]1O[N+]([O-])=C(Br)c2ccccc21

XYZ file:
```
21
Properties=species:S:1:pos:R:3:mulliken_charge:R:1
C -2.372 -1.285 -0.038 -0.443
C -1.366 -2.253 0.311 -0.587
C -1.944 -0.001 -0.306 -0.979
C -0.063 -1.909 0.217 -0.817
C -0.627 0.246 -0.575 0.589
C 0.324 -0.692 -0.332 1.330
C -0.044 1.655 -0.587 0.134
C 0.342 1.998 0.818 -0.961
C 1.155 1.309 1.590 0.804
C 1.730 -0.278 -0.493 -0.793
N 2.069 0.798 -1.130 0.959
O 1.081 1.718 -1.499 -0.388
O 1.740 0.553 2.235 -0.336
O 3.196 1.067 -1.491 -0.721
Br 3.154 -1.350 0.040 -0.111
H -3.494 -1.433 0.128 0.291
H -1.745 -3.153 0.728 0.417
H -2.688 0.701 -0.518 0.410
H 0.694 -2.573 0.643 0.279
H -0.757 2.303 -1.125 0.576
H -0.385 2.582 1.384 0.346
```

=====

DFT (ωB97M-V with the def2-TZVPD basis set) results for C36H59B2F4N5O8S2Si2Te2Tl as an isolated structure.

**ΔE to the lowest compared entry with this formula, charge and spin**: 0.0 kcal/mol
**Kohn-Sham gap**: 6.806 eV
**Multiplicity**: 2
**E_LUMO**: 0.1405 hartree
**DFT total energy**: -131058.1028 eV
**Charge**: -2

XYZ file:
```
121
Properties=species:S:1:pos:R:3:mulliken_charge:R:1
Tl 0.755 2.545 1.020 1.220
C -4.349 2.273 0.629 -2.083
C -2.905 2.110 0.998 -0.786
N -2.057 3.065 0.996 0.740
O -2.544 4.284 0.644 -0.294
B -1.560 5.377 0.923 0.646
F -2.216 6.560 0.593 -0.420
F -0.413 5.192 0.124 -0.378
O -1.191 5.476 2.357 -0.540
N -0.449 4.406 2.766 0.100
C -0.341 4.243 4.025 -0.010
C -0.895 5.177 5.061 -1.548
C 0.250 2.944 4.450 0.787
N -0.238 1.942 3.822 -0.201
O 0.282 0.730 4.189 -0.320
B -0.565 -0.375 3.706 0.681
F -1.840 -0.300 4.282 -0.288
F 0.093 -1.558 4.090 -0.379
O -0.687 -0.490 2.210 0.646
N -1.138 0.667 1.579 0.325
C -2.404 0.790 1.484 0.925
C -3.404 -0.252 1.882 -1.725
C 1.269 2.832 5.538 -1.180
H -4.539 1.808 -0.344 0.203
H -4.591 3.330 0.563 0.524
H -4.999 1.791 1.359 0.414
H -1.353 6.035 4.577 0.409
H -0.106 5.520 5.734 0.354
H -1.643 4.661 5.668 0.298
H -2.902 -1.186 2.112 -0.009
H -4.117 -0.402 1.069 0.524
H -3.951 0.066 2.771 0.360
H 1.373 3.769 6.085 0.419
H 2.227 2.563 5.085 0.125
H 0.995 2.028 6.223 0.244
C 3.340 -0.654 3.740 -1.409
C 2.957 0.486 2.804 0.742
O 3.319 1.636 3.083 -0.704
N 2.306 0.240 1.651 0.153
Te 1.705 -1.552 1.190 -0.591
C -1.347 -3.819 1.619 1.144
C -2.121 -3.775 0.488 0.420
C -2.219 -2.573 -0.409 -0.687
C -2.812 -4.958 0.201 -0.785
C -2.708 -6.082 1.011 0.944
C -3.461 -7.345 0.675 -1.637
C -1.899 -6.032 2.144 -0.492
C -1.192 -4.877 2.480 0.044
C -0.319 -4.808 3.706 -1.345
C 3.548 -2.422 0.542 0.622
C 3.726 -3.766 0.891 0.758
C 2.668 -4.569 1.609 -1.620
C 4.920 -4.397 0.552 -1.065
C 5.923 -3.729 -0.132 0.831
C 7.196 -4.430 -0.526 -1.680
C 5.717 -2.400 -0.474 -0.951
C 4.545 -1.724 -0.153 0.925
C 4.401 -0.293 -0.593 -1.292
H 3.894 -0.256 4.588 0.388
H 3.965 -1.385 3.216 0.302
H 2.438 -1.149 4.105 0.246
H -1.780 -1.697 0.065 -0.464
H -3.263 -2.360 -0.650 0.514
H -1.680 -2.751 -1.342 0.271
H -3.438 -4.994 -0.686 0.319
H -4.003 -7.237 -0.265 0.332
H -4.187 -7.594 1.453 0.327
H -2.783 -8.195 0.576 0.347
H -1.816 -6.908 2.783 0.358
H -0.892 -5.066 4.599 0.505
H 0.075 -3.803 3.840 -0.064
H 0.512 -5.512 3.627 0.269
H 2.438 -4.153 2.592 0.253
H 3.013 -5.593 1.757 0.377
H 1.743 -4.601 1.030 0.238
H 5.057 -5.441 0.818 0.254
H 7.260 -5.417 -0.068 0.362
H 8.073 -3.855 -0.223 0.356
H 7.247 -4.558 -1.610 0.311
H 6.485 -1.868 -1.026 0.338
H 5.185 -0.048 -1.310 0.432
H 4.460 0.393 0.252 0.248
H 3.433 -0.121 -1.065 -0.118
C 0.897 -0.450 -5.892 -1.062
Si 0.653 1.028 -4.761 0.121
C 0.520 2.568 -5.847 -1.133
C 2.141 1.207 -3.648 -0.465
C -0.944 0.735 -3.824 -0.296
Te -1.368 1.851 -2.042 -0.270
C -1.270 3.841 -2.836 -0.267
Si -2.797 4.419 -3.732 0.201
C -4.185 4.631 -2.500 -0.649
C -3.328 3.216 -5.076 -0.969
C -2.426 6.072 -4.557 -1.115
H 1.820 -0.358 -6.472 0.323
H 0.065 -0.560 -6.592 0.286
H 0.958 -1.358 -5.286 0.228
H 1.299 2.542 -6.615 0.374
H 0.651 3.489 -5.277 0.355
H -0.447 2.622 -6.355 0.284
H 2.991 1.580 -4.227 0.559
H 2.425 0.245 -3.215 -0.098
H 1.952 1.904 -2.828 0.220
H -0.911 -0.297 -3.456 0.060
H -1.801 0.804 -4.498 0.461
H -0.356 3.924 -3.426 0.376
H -1.126 4.456 -1.942 0.063
H -4.341 3.705 -1.943 -0.051
H -5.125 4.905 -2.987 0.438
H -3.932 5.398 -1.763 0.230
H -3.568 2.240 -4.648 0.260
H -2.545 3.076 -5.825 0.186
H -4.220 3.591 -5.586 0.403
H -2.106 6.806 -3.814 0.321
H -3.306 6.471 -5.069 0.303
H -1.625 5.966 -5.294 0.287
O 0.946 -3.628 -1.077 -0.362
S 1.220 -2.575 -2.040 0.593
O 0.231 -2.416 -3.090 -0.647
O 2.592 -2.487 -2.485 -0.553
S 0.892 -0.771 -0.900 0.196
```

=====

DFT (ωB97M-V with the def2-TZVPD basis set) results for a 2-piece molecular cluster, C5H15NOP overall at a distorted geometry.

**ΔE to the lowest compared entry with this formula, charge and spin**: 0.0 kcal/mol
**Kohn-Sham gap (spin up / spin down)**: 7.110 / 7.402 eV
**Multiplicity**: 3
**E_LUMO (spin up / spin down)**: -0.1052 / -0.2084 hartree
**DFT total energy**: -18241.4192 eV
**Charge**: +1

XYZ file:
```
23
Properties=species:S:1:pos:R:3:mulliken_charge:R:1
C 1.328 -0.292 1.343 -0.638
C -1.093 -1.134 1.096 -1.003
C 0.775 -2.322 -0.059 -0.948
C -0.010 -0.102 -0.840 -0.917
C -1.234 2.178 -1.200 -0.352
N 0.268 -0.969 0.406 0.117
O -0.674 2.186 -2.391 -0.458
P -0.367 3.100 0.047 -0.207
H 0.975 -0.341 2.354 0.349
H 2.289 -0.764 1.290 0.312
H 1.104 0.766 1.048 0.193
H -1.714 -1.537 0.290 0.417
H -1.072 -1.751 2.018 0.332
H -1.423 -0.186 1.172 0.491
H 1.058 -2.992 0.827 0.384
H -0.026 -2.841 -0.651 0.404
H 1.539 -2.319 -0.865 0.377
H 0.977 0.051 -1.329 0.483
H -0.658 -0.656 -1.594 0.529
H -2.111 1.624 -1.082 0.611
H -0.870 1.410 -2.980 0.321
H -1.162 4.276 -0.241 0.115
H 0.743 3.487 -0.733 0.088
```